{
  "formula": "C2H2O3",
  "method": "the ωB97M-V functional and the def2-TZVPD basis",
  "species": ["O", "C", "C", "O", "O", "H", "H"],
  "positions_angstrom": [[-2.242, 0.597, 0.334], [-1.422, -0.167, 0.072], [0.399, 0.070, -0.100], [0.830, -1.073, -0.151], [1.421, 1.015, -0.096], [-1.360, -1.245, -0.091], [2.373, 0.803, 0.032]],
  "nbo_charge": [-0.422, 0.461, 0.612, -0.619, -0.739, 0.189, 0.517],
  "smiles": "O=CC(=O)O",
  "multiplicity": 1,
  "relative_energy_kcal_mol": 46.4,
  "energy_ev": -8246.5844,
  "homo_lumo_gap_ev": 10.23,
  "lumo_ev": 0.026
}